Entry from OMol25: a molecular structure, C34H54Ge2LaN11O2 (the ωB97M-V functional and the def2-TZVPD basis).

The LUMO energy (spin up / spin down) is -8.0 / -10.6 eV. The calculation puts the relative energy (zero: lowest compared OMol25 entry of this formula, charge and spin) at 0.00 kcal per mole. The gap between HOMO and LUMO (spin up / spin down) is 7.40 / 4.73 eV. The net charge is +3. The spin multiplicity is 2.

Last column: Löwdin charge in e.
Atoms and positions in Å:
La  -2.24779  -0.32922  19.66659  1.971
C  -5.60491  1.70836  18.09623  -0.066
C  -6.39763  1.11040  17.09272  -0.056
C  -5.80289  0.56878  15.98929  -0.074
C  -4.42402  0.61225  15.80293  -0.072
C  -3.65807  1.16348  16.80379  -0.140
C  -4.23028  1.66693  17.98218  -0.173
H  -6.08852  2.17590  18.92021  0.105
H  -7.51126  1.10191  17.19226  0.135
H  -6.40522  0.05711  15.22222  0.128
H  -3.96732  0.21290  14.89422  0.126
H  -2.59981  1.31137  16.62301  0.094
H  -3.64596  2.20132  18.72034  0.067
N  -1.43551  -2.96268  20.08396  -0.019
N  0.01948  -2.97157  19.98684  0.006
C  0.52387  -2.43195  18.83059  -0.379
N  1.75724  -2.95418  18.47112  0.191
N  -0.19922  -1.42435  18.23702  -0.112
N  0.24506  -0.83435  17.07954  -0.018
O  1.46559  -0.61728  17.24123  -0.037
O  -1.02025  1.53721  20.15176  -0.718
H  -1.80876  -3.07056  21.02197  0.093
H  -1.81592  -3.69243  19.46142  0.101
H  0.59599  -3.61290  20.54889  0.173
H  1.78689  -3.97053  18.49533  0.130
H  2.12063  -2.66457  17.56797  0.106
C  -4.84082  -0.97139  24.66207  -0.019
N  -3.41457  -1.15874  24.46565  -0.079
C  -2.67239  -1.40375  25.67933  -0.128
C  -1.23919  -1.61442  25.22632  -0.111
N  -1.25444  -1.13596  23.85732  -0.096
C  -0.03730  -0.88570  23.12465  -0.034
C  -2.53956  -0.97296  23.40250  -0.298
N  -2.80384  -0.59774  22.15241  -0.087
C  -4.16732  -0.02552  21.87041  -0.260
C  -5.10566  -1.08605  21.31334  -0.247
N  -4.66987  -1.39853  19.91971  -0.065
C  -5.39755  -2.31370  19.30856  -0.332
N  -6.67435  -2.77317  19.61224  -0.063
C  -7.51400  -2.50633  20.75785  -0.043
C  -7.19321  -3.64464  18.54595  -0.098
C  -6.00224  -3.88427  17.65822  -0.102
N  -5.00458  -2.95676  18.17773  -0.096
C  -3.74455  -2.79070  17.47429  -0.029
H  -5.05786  -1.53862  25.57180  0.105
H  -5.42470  -1.30764  23.81387  0.067
H  -5.04949  0.10254  24.89809  0.119
H  -3.01000  -2.24708  26.30093  0.141
H  -2.72822  -0.48304  26.32262  0.150
H  -0.87647  -2.65095  25.30081  0.134
H  -0.57599  -1.00128  25.86108  0.139
H  0.39975  0.04354  23.48154  0.090
H  -0.23923  -0.74132  22.07346  0.033
H  0.71543  -1.70778  23.28931  0.119
H  -4.04778  0.78486  21.10828  0.074
H  -4.59871  0.44600  22.76335  0.111
H  -6.12292  -0.64807  21.23906  0.113
H  -5.15778  -2.04590  21.92585  0.128
H  -7.04889  -2.67185  21.72111  0.075
H  -8.40042  -3.17584  20.68363  0.117
H  -7.88710  -1.47304  20.74333  0.098
H  -8.01796  -3.17905  17.99014  0.139
H  -7.59907  -4.56894  18.94809  0.132
H  -6.11682  -3.63484  16.58075  0.139
H  -5.59221  -4.90800  17.67974  0.137
H  -3.87506  -2.96772  16.39013  0.121
H  -2.99700  -3.45073  17.85566  0.054
H  -3.34995  -1.77355  17.60949  0.023
C  -0.39875  4.28091  16.95463  -0.242
Ge  -0.74761  4.93977  18.79387  0.754
C  -2.60404  5.23402  19.35421  -0.230
C  0.36337  6.43291  19.47336  -0.222
Ge  -0.16359  3.11378  20.20293  0.779
C  1.60809  2.21236  19.96769  -0.200
C  2.32752  2.79795  18.92838  -0.082
C  3.69876  2.89539  18.96804  -0.020
C  4.39188  2.19569  19.95835  -0.005
C  3.67559  1.35605  20.77134  -0.040
C  2.28946  1.35518  20.78823  -0.078
C  -0.39940  3.52238  22.06906  -0.309
C  0.73025  3.40013  22.86747  -0.139
C  0.64330  3.51132  24.23101  -0.060
C  -0.58354  3.93242  24.80091  -0.071
C  -1.73346  3.95837  24.07140  -0.078
C  -1.63995  3.71123  22.68961  -0.099
H  -1.02631  4.87331  16.28245  0.028
H  -0.67374  3.20780  16.89152  0.009
H  0.67502  4.33617  16.66247  0.029
H  -3.05719  4.32928  19.80661  -0.001
H  -3.23469  5.57357  18.52083  0.039
H  -2.56049  6.00339  20.13168  0.036
H  -0.18092  7.35461  19.23713  0.032
H  1.39784  6.47572  19.01827  0.050
H  0.47856  6.34170  20.55458  0.018
H  1.80712  3.24443  18.04665  0.101
H  4.23221  3.44037  18.16595  0.143
H  5.46828  2.27155  20.04686  0.135
H  4.20786  0.67720  21.48174  0.144
H  1.74839  0.74040  21.48520  0.101
H  1.72051  3.17931  22.44723  0.096
H  1.50989  3.24660  24.84672  0.119
H  -0.58261  4.22595  25.84367  0.115
H  -2.69404  4.15087  24.57552  0.122
H  -2.58313  3.59091  22.16266  0.091

=====

Entry from OMol25: 24 unconnected molecules or ions with the total composition C30H62Cl46N (the ωB97M-V functional and the def2-TZVPD basis).

The LUMO energy is -2.4 eV. The gap between HOMO and LUMO is 9.39 eV. The net charge is +1. The spin multiplicity is 1.

Last column: Löwdin charge in e.
Atoms and positions in Å:
C  3.36073  -0.49907  0.73750  -0.126
C  1.97033  0.10981  1.03430  -0.207
C  1.05905  0.19566  -0.21688  -0.293
C  -0.25615  1.02713  0.02038  -0.144
C  -1.51817  0.13814  0.06497  -0.175
C  -1.21557  -1.14759  0.84315  -0.124
N  -0.20067  -1.98330  0.09615  0.081
C  0.69650  -1.16613  -0.81179  -0.103
H  3.31714  -1.58919  0.53843  0.045
H  4.04207  -0.33824  1.59343  0.049
H  3.81804  -0.01474  -0.14781  0.005
H  1.47656  -0.42095  1.87708  0.109
H  2.11251  1.15055  1.39035  0.123
H  1.67339  0.68539  -0.99910  0.133
H  -0.33653  1.79486  -0.76723  0.073
H  -0.17668  1.54832  0.99480  0.122
H  -1.87746  -0.11547  -0.94975  0.064
H  -2.33050  0.66006  0.60055  0.132
H  -0.79247  -0.89039  1.82904  0.133
H  -2.12116  -1.75098  1.00572  0.071
H  -0.69337  -2.66215  -0.50566  0.112
H  0.36763  -2.54126  0.74418  0.183
H  0.10932  -1.00513  -1.73611  0.108
H  1.57441  -1.77581  -1.09319  0.138
C  7.18876  0.13987  2.38074  -0.997
Cl  6.10200  0.93610  3.52129  0.544
Cl  6.87809  0.65310  0.71231  0.576
H  8.21097  0.40395  2.63113  -0.029
H  7.03372  -0.93226  2.44573  0.021
C  -4.77305  -3.21552  2.13676  -1.000
Cl  -3.24682  -3.20681  3.03159  0.519
Cl  -4.56585  -3.78145  0.46994  0.540
H  -5.46112  -3.88852  2.64162  -0.012
H  -5.15867  -2.20187  2.11384  0.034
C  -6.29403  -1.51991  -1.73094  -1.013
Cl  -7.65972  -0.40503  -1.66126  0.551
Cl  -4.78264  -0.68575  -2.14188  0.493
H  -6.17795  -2.00553  -0.76962  -0.030
H  -6.47357  -2.24403  -2.51723  -0.037
C  -0.81764  -3.31287  -3.81522  -0.967
Cl  -0.15516  -4.45080  -2.62833  0.537
Cl  -2.14160  -2.36919  -3.11351  0.509
H  -0.02607  -2.63707  -4.12271  0.032
H  -1.19888  -3.87331  -4.66214  0.037
C  6.14593  1.64587  -1.93940  -1.109
Cl  4.60358  0.90598  -2.41111  0.533
Cl  6.62067  2.94558  -3.02979  0.527
H  6.03124  2.05852  -0.94305  -0.063
H  6.91041  0.87638  -1.95914  0.007
C  -0.58569  3.36358  -3.63382  -1.001
Cl  -1.37517  1.81377  -3.30152  0.520
Cl  1.16862  3.17772  -3.69878  0.514
H  -0.94476  3.74027  -4.58532  0.031
H  -0.82863  4.04736  -2.82759  0.029
C  -5.44658  -2.01678  -5.48921  -1.014
Cl  -5.11962  -2.22668  -7.21106  0.550
Cl  -6.01612  -3.52168  -4.74373  0.532
H  -4.52995  -1.71256  -4.99483  -0.023
H  -6.21940  -1.26325  -5.37417  0.030
C  10.00521  -1.12902  0.25236  -1.022
Cl  10.56609  -1.38185  1.91806  0.541
Cl  10.60521  -2.37776  -0.84034  0.531
H  8.92172  -1.15486  0.24588  -0.034
H  10.36898  -0.16316  -0.08366  0.020
C  -11.01243  0.42837  -0.40003  -1.011
Cl  -12.55645  -0.17889  -0.99494  0.523
Cl  -10.43921  1.81963  -1.33686  0.512
H  -11.13100  0.74734  0.63041  0.018
H  -10.27594  -0.36346  -0.48402  -0.016
C  -10.78763  5.06532  0.78815  -1.007
Cl  -10.37383  3.76105  1.90784  0.500
Cl  -12.17099  6.00882  1.35080  0.534
H  -9.93282  5.72748  0.70355  0.028
H  -11.04040  4.62433  -0.17066  0.001
C  9.29045  4.01678  1.20631  -1.006
Cl  8.41192  3.84365  -0.31920  0.523
Cl  9.98246  2.48516  1.77133  0.523
H  10.10651  4.71238  1.05300  -0.010
H  8.60478  4.37868  1.96456  0.033
C  -7.99035  -4.36291  -8.56574  -1.036
Cl  -9.10909  -3.31772  -9.44754  0.506
Cl  -8.79069  -5.26076  -7.26798  0.491
H  -7.56360  -5.07615  -9.26242  0.027
H  -7.22454  -3.73909  -8.11873  -0.045
C  -12.22718  9.05797  3.47815  -1.051
Cl  -13.53007  10.24837  3.39655  0.497
Cl  -10.64576  9.76521  3.12150  0.502
H  -12.20398  8.64857  4.48249  0.005
H  -12.42108  8.28318  2.74543  -0.045
C  -10.56327  1.56608  -5.11520  -1.036
Cl  -11.67550  2.82158  -5.66539  0.511
Cl  -8.99618  1.64659  -5.93912  0.484
H  -10.39251  1.70211  -4.05362  -0.045
H  -11.00628  0.59773  -5.32124  0.028
C  -15.58782  4.31878  -0.49371  -1.024
Cl  -15.34129  4.26945  1.25461  0.490
Cl  -14.63459  3.08919  -1.33496  0.489
H  -16.63771  4.14090  -0.69912  0.025
H  -15.28020  5.29421  -0.85521  0.023
C  14.25397  -1.69002  1.70247  -1.051
Cl  14.88866  -1.99412  3.31917  0.511
Cl  14.68924  -2.96122  0.54970  0.515
H  13.17185  -1.64729  1.75609  -0.049
H  14.66183  -0.75109  1.34571  -0.014
C  12.60543  4.25104  4.08750  -1.052
Cl  11.62810  5.50172  3.30112  0.526
Cl  11.78257  3.54337  5.48095  0.512
H  12.80353  3.46071  3.37241  -0.066
H  13.52985  4.70742  4.42489  0.029
C  -15.65744  9.17230  6.74813  -1.024
Cl  -15.27870  9.20544  8.47278  0.508
Cl  -14.81104  7.87120  5.90107  0.501
H  -16.72408  9.01497  6.63204  0.026
H  -15.35052  10.11565  6.30879  0.016
C  15.50288  2.39035  1.55396  -0.983
Cl  14.52168  3.66831  0.82658  0.529
Cl  14.69601  1.65768  2.94998  0.552
H  15.67539  1.62064  0.80898  0.022
H  16.44019  2.82047  1.88952  0.031
C  14.49279  -6.80368  -0.50658  -1.020
Cl  14.28574  -7.10075  -2.23450  0.512
Cl  13.67677  -8.02610  0.48055  0.532
H  15.55160  -6.82563  -0.27274  0.028
H  14.06295  -5.83736  -0.26962  -0.011
C  10.24992  -9.08515  -0.38356  -1.047
Cl  10.06475  -9.31706  -2.12591  0.499
Cl  9.38159  -10.30840  0.55395  0.498
H  11.30482  -9.14178  -0.13975  -0.043
H  9.84877  -8.11098  -0.12551  0.021
C  -6.56062  -5.74402  6.10843  -1.009
Cl  -7.08400  -6.95686  4.93977  0.516
Cl  -5.50978  -4.52252  5.36563  0.505
H  -7.43631  -5.24298  6.50590  0.027
H  -5.99904  -6.23556  6.89509  0.028
C  5.76089  -4.02387  0.76900  -1.007
Cl  4.21481  -4.85820  0.54869  0.501
Cl  5.99424  -2.71408  -0.39429  0.522
H  5.78026  -3.60521  1.76909  0.022
H  6.55658  -4.74859  0.63506  0.030

=====

Entry from OMol25: 2 unconnected molecules or ions with the total composition C6H16 (the ωB97M-V functional and the def2-TZVPD basis).

The LUMO energy is 1.1 eV. The structure (SMILES) is CCC.CCC. The calculation puts the relative energy (zero: lowest compared OMol25 entry of this formula, charge and spin) at 34.33 kcal per mole. The gap between HOMO and LUMO is 11.96 eV. The spin multiplicity is 1.

Last column: Löwdin charge in e.
Atoms and positions in Å:
C  0.55222  -0.81900  1.97474  -0.343
C  -0.59488  -1.68141  2.51712  -0.147
C  0.73779  0.47016  2.78886  -0.120
H  1.55859  -1.40911  1.97714  0.120
H  0.40707  -0.60721  0.80519  0.114
H  -0.58188  -2.70873  1.97973  0.095
H  -0.18416  1.02731  2.83779  0.074
H  1.11786  0.22120  3.68735  0.029
H  1.47519  1.04681  2.31641  0.051
H  -0.28178  -1.97827  3.57664  0.085
H  -1.45822  -1.05028  2.55418  0.051
C  -0.77863  0.38595  -2.20823  -0.292
C  0.68356  -0.25865  -2.37828  -0.122
C  -0.74100  1.85366  -2.64302  -0.157
H  -1.44521  -0.29163  -2.93055  0.131
H  -1.21278  0.24214  -1.24659  0.061
H  0.62660  -1.33667  -2.46439  0.054
H  -0.30558  1.94081  -3.62680  0.051
H  1.32741  -0.01603  -1.58269  0.024
H  1.31411  0.14496  -3.20062  0.072
H  -1.81478  2.20472  -2.86113  0.080
H  -0.40150  2.61928  -1.87285  0.088

=====

Entry from OMol25: 2 unconnected molecules or ions with the total composition C2H2Cl2S (the ωB97M-V functional and the def2-TZVPD basis).

The LUMO energy is -1.4 eV. The calculation puts the relative energy (zero: lowest compared OMol25 entry of this formula, charge and spin) at 54.00 kcal per mole. The gap between HOMO and LUMO is 8.01 eV. The spin multiplicity is 1.

Last column: Löwdin charge in e.
Atoms and positions in Å:
C  -0.74727  0.41892  0.31824  -0.819
C  0.48852  -0.26157  -0.07498  -1.291
S  -1.58123  1.42352  -0.62964  0.707
Cl  1.72436  0.77340  -0.73933  0.568
Cl  1.12366  -1.34835  1.14387  0.567
H  -1.09636  0.20961  1.32642  0.041
H  0.08833  -1.21554  -1.34458  0.227

=====

Look up the spin multiplicity of the third one. 1

=====

The highest spin multiplicity belongs to which entry? C34H54Ge2LaN11O2